{"formula": "C26H26N2S", "method": "ωB97M-V/def2-TZVPD", "species": ["C", "C", "N", "C", "C", "C", "C", "C", "C", "N", "C", "C", "C", "C", "C", "C", "S", "H", "H", "H", "H", "H", "H", "H", "H", "H", "H", "H", "H", "H", "H", "C", "C", "C", "C", "C", "C", "H", "H", "H", "H", "H", "H", "C", "C", "C", "C", "C", "C", "H", "H", "H", "H", "H", "H"], "xyz": [[-0.090, 2.518, 2.637], [0.188, 2.236, 1.143], [-0.987, 2.392, 0.257], [-1.650, 1.141, 0.022], [-1.094, 0.335, -0.943], [-1.596, -0.915, -1.253], [-2.712, -1.344, -0.569], [-3.273, -0.548, 0.400], [-2.781, 0.703, 0.733], [-3.281, 1.568, 1.746], [-4.601, 1.334, 2.225], [-5.202, 2.382, 2.916], [-6.453, 2.252, 3.452], [-7.174, 1.075, 3.342], [-6.596, 0.037, 2.647], [-5.332, 0.173, 2.112], [-4.677, -1.247, 1.259], [-1.145, 2.361, 2.890], [0.150, 3.552, 2.921], [0.489, 1.860, 3.299], [0.985, 2.898, 0.775], [0.580, 1.218, 1.043], [-1.637, 3.078, 0.622], [-0.201, 0.673, -1.469], [-1.096, -1.518, -2.006], [-3.116, -2.333, -0.780], [-3.273, 2.533, 1.442], [-4.679, 3.328, 3.067], [-6.905, 3.065, 4.017], [-8.159, 0.940, 3.780], [-7.149, -0.892, 2.519], [3.175, -2.350, -4.764], [2.909, -2.137, -3.418], [1.907, -1.256, -3.039], [1.172, -0.583, -4.005], [1.442, -0.788, -5.351], [2.443, -1.673, -5.731], [3.953, -3.042, -5.060], [3.484, -2.660, -2.663], [1.698, -1.093, -1.988], [0.388, 0.103, -3.708], [0.872, -0.259, -6.105], [2.652, -1.835, -6.781], [5.257, -1.216, -0.645], [6.522, -1.635, -0.256], [6.795, -1.863, 1.086], [5.804, -1.669, 2.039], [4.542, -1.242, 1.651], [4.268, -1.017, 0.309], [5.041, -1.044, -1.692], [7.295, -1.784, -0.999], [7.781, -2.193, 1.390], [6.017, -1.849, 3.086], [3.770, -1.084, 2.395], [3.282, -0.685, 0.005]], "molar_mass_g_mol": 398.6, "e_tot_ev": -41199.0920, "e_homo_ha": -0.27460, "smiles": "CCNc1cccc2c1Nc1ccccc1S2.c1ccccc1.c1ccccc1"}

=====

{"formula": "C26H26N4O4", "method": "ωB97M-V/def2-TZVPD", "species": ["C", "N", "C", "C", "C", "C", "C", "C", "C", "C", "C", "C", "C", "C", "C", "C", "N", "C", "C", "C", "C", "C", "C", "C", "N", "O", "O", "C", "N", "O", "O", "C", "C", "C", "H", "H", "H", "H", "H", "H", "H", "H", "H", "H", "H", "H", "H", "H", "H", "H", "H", "H", "H", "H", "H", "H", "H", "H", "H", "H"], "xyz": [[8.917, 1.232, -0.421], [7.709, 1.947, -0.039], [7.802, 3.264, 0.607], [6.321, 3.642, 0.831], [5.528, 2.499, 0.287], [4.160, 2.231, 0.336], [3.676, 0.912, 0.049], [2.301, 0.498, 0.292], [1.526, -0.160, -0.770], [2.056, -0.729, -1.996], [1.303, -1.587, -2.783], [-0.066, -1.687, -2.542], [-0.672, -0.833, -1.586], [0.101, -0.014, -0.792], [-2.134, -1.099, -1.575], [-2.359, -2.261, -2.570], [-1.004, -2.513, -3.090], [-0.769, -3.596, -4.034], [2.233, -0.215, 1.817], [0.894, -0.668, 2.409], [0.532, -2.014, 2.737], [-0.800, -2.356, 3.058], [-1.786, -1.389, 3.203], [-1.388, -0.033, 3.112], [-2.369, 0.991, 3.043], [-1.959, 2.159, 2.829], [-3.581, 0.713, 3.160], [-0.046, 0.292, 2.806], [2.802, 0.857, 2.643], [4.002, 0.732, 3.090], [2.179, 1.924, 3.070], [4.584, 0.033, -0.608], [5.974, 0.289, -0.673], [6.433, 1.537, -0.191], [8.662, 0.465, -1.162], [9.642, 1.936, -0.851], [9.386, 0.735, 0.443], [8.366, 3.182, 1.549], [8.320, 3.974, -0.058], [6.127, 3.772, 1.910], [6.099, 4.595, 0.327], [3.519, 3.015, 0.680], [1.704, 1.310, 0.717], [3.067, -0.549, -2.378], [1.709, -2.192, -3.596], [-0.382, 0.670, -0.123], [-2.509, -1.378, -0.577], [-2.711, -0.229, -1.924], [-3.031, -1.988, -3.406], [-2.751, -3.178, -2.088], [0.301, -3.839, -4.053], [-1.336, -4.495, -3.736], [-1.082, -3.320, -5.057], [2.917, -1.090, 1.918], [1.271, -2.785, 2.712], [-1.101, -3.389, 3.175], [-2.850, -1.605, 3.359], [0.276, 1.336, 2.821], [4.253, -0.925, -0.964], [6.664, -0.449, -1.013]], "molar_mass_g_mol": 458.5, "e_tot_ev": -41526.4052, "e_homo_ha": -0.26096, "smiles": "CN1CCc2cc(C(c3ccc4c(c3)CCN4C)[C@H](c3cccc([N+](=O)[O-])c3)[N+](=O)[O-])ccc21"}

=====

{"formula": "C26H26N5PdS2Se", "method": "ωB97M-V/def2-TZVPD", "species": ["Pd", "N", "C", "S", "N", "N", "C", "C", "C", "C", "C", "C", "N", "H", "H", "H", "H", "H", "H", "H", "C", "C", "C", "C", "C", "C", "C", "C", "C", "S", "C", "N", "H", "H", "H", "H", "H", "H", "H", "H", "C", "C", "C", "C", "C", "C", "Se", "C", "C", "C", "H", "H", "H", "H", "H", "H", "H", "H", "H", "H", "H"], "xyz": [[-0.307, 0.359, 0.258], [-0.672, -2.828, 3.070], [-0.785, -1.904, 2.112], [0.683, -1.003, 1.740], [-1.956, -1.773, 1.525], [-1.947, -0.789, 0.603], [-2.997, -0.475, -0.057], [-2.882, 0.641, -1.000], [-3.975, 1.188, -1.646], [-3.784, 2.288, -2.470], [-2.511, 2.807, -2.631], [-1.458, 2.207, -1.960], [-1.639, 1.147, -1.179], [0.209, -3.005, 3.517], [-1.453, -3.436, 3.257], [-3.930, -1.009, 0.091], [-4.957, 0.764, -1.494], [-4.627, 2.740, -2.976], [-2.325, 3.666, -3.258], [-0.441, 2.571, -2.038], [-0.652, -2.597, -1.566], [0.395, -1.710, -2.164], [0.984, -2.095, -3.392], [1.945, -1.319, -3.955], [2.361, -0.136, -3.306], [3.366, 0.700, -3.838], [3.731, 1.832, -3.169], [3.111, 2.168, -1.954], [2.131, 1.374, -1.406], [1.436, 1.835, 0.140], [1.732, 0.196, -2.085], [0.746, -0.598, -1.549], [-0.556, -3.608, -1.954], [-1.651, -2.238, -1.824], [-0.565, -2.630, -0.484], [0.659, -3.014, -3.859], [2.408, -1.597, -4.894], [3.832, 0.427, -4.776], [4.500, 2.479, -3.567], [3.413, 3.068, -1.432], [-1.839, 0.029, 7.540], [-1.722, 0.511, 6.122], [-2.851, 0.711, 5.335], [-2.760, 1.144, 4.021], [-4.029, 1.311, 3.228], [-1.485, 1.408, 3.484], [-1.424, 2.048, 1.695], [-0.331, 1.253, 4.269], [1.056, 1.636, 3.829], [-0.480, 0.786, 5.570], [-2.873, -0.178, 7.808], [-1.450, 0.777, 8.232], [-1.256, -0.882, 7.689], [-3.830, 0.512, 5.755], [-4.884, 0.977, 3.813], [-3.993, 0.733, 2.302], [-4.198, 2.352, 2.949], [1.114, 1.903, 2.779], [1.758, 0.824, 4.014], [1.390, 2.497, 4.411], [0.409, 0.660, 6.180]], "total_charge": 1, "molar_mass_g_mol": 658.0, "e_tot_ev": -125327.1517, "e_homo_ha": [-0.37869, -0.37869]}

=====

{"formula": "C26H26NO", "method": "ωB97M-V/def2-TZVPD", "species": ["C", "C", "C", "C", "C", "C", "N", "C", "H", "H", "H", "H", "H", "H", "H", "H", "H", "H", "H", "C", "C", "C", "C", "O", "C", "C", "C", "C", "C", "C", "C", "C", "C", "C", "C", "C", "C", "C", "C", "H", "H", "H", "H", "H", "H", "H", "H", "H", "H", "H", "H", "H", "H", "H"], "xyz": [[-2.444, -3.729, -2.157], [-1.112, -3.148, -1.981], [-0.703, -1.822, -1.800], [0.715, -1.827, -1.739], [1.140, -3.149, -1.934], [2.482, -3.733, -2.049], [0.013, -3.919, -2.034], [-0.023, -5.367, -2.189], [-3.180, -2.920, -2.182], [-2.537, -4.300, -3.093], [-2.705, -4.390, -1.319], [-1.354, -0.960, -1.737], [1.373, -0.974, -1.638], [3.207, -2.912, -2.083], [2.726, -4.368, -1.182], [2.617, -4.324, -2.969], [0.994, -5.762, -2.231], [-0.539, -5.842, -1.343], [-0.549, -5.661, -3.108], [-3.220, 5.936, -1.189], [-3.098, 5.626, 0.170], [-1.840, 5.458, 0.748], [-0.714, 5.602, -0.064], [0.558, 5.281, 0.428], [0.853, 3.943, 0.705], [1.627, 3.237, -0.229], [1.769, 1.876, -0.075], [1.263, 1.194, 1.076], [1.401, -0.214, 1.086], [1.051, -1.148, 2.090], [1.669, -2.436, 2.008], [1.472, -3.388, 2.991], [0.664, -3.096, 4.104], [0.003, -1.861, 4.179], [0.119, -0.929, 3.150], [0.671, 1.993, 2.100], [0.375, 3.328, 1.868], [-0.810, 5.991, -1.405], [-2.075, 6.106, -1.974], [-4.209, 6.060, -1.632], [-3.985, 5.511, 0.794], [-1.715, 5.198, 1.800], [2.049, 3.769, -1.077], [2.281, 1.300, -0.847], [1.945, -0.626, 0.235], [2.306, -2.645, 1.143], [1.949, -4.363, 2.896], [0.519, -3.850, 4.879], [-0.628, -1.639, 5.042], [-0.536, -0.058, 3.127], [0.426, 1.565, 3.069], [-0.204, 3.914, 2.586], [0.106, 6.135, -1.979], [-2.159, 6.339, -3.037]], "total_charge": 1, "molar_mass_g_mol": 368.5, "e_tot_ev": -30913.7061, "e_homo_ha": -0.36608}